(1)
A single C2H3N3S2 molecule at a distorted geometry, computed with ωB97M-V/def2-TZVPD.

Properties
- SMILES = Sc1nncn1S
- gap between HOMO and LUMO (eV) = 9.419
- energy above the lowest of the compared OMol25 structures with the same formula, charge and spin (eV) = 1.997
- largest force on an atom (eV Å⁻¹) = 4.11
- HOMO level (eV) = -9.472
- E (eV) = -28260.7716

The geometry in XYZ format:
```
10
Properties=species:S:1:pos:R:3:forces:R:3:mulliken_charge:R:1
S -0.857365 1.019600 1.701307 1.116 1.959 0.577 -0.241
C -0.798995 0.229270 0.164513 3.853 -1.381 -0.377 0.320
N -1.797028 -0.354363 -0.335201 -0.730 -1.001 -2.110 -0.264
N -1.379423 -1.238962 -1.373775 2.008 -0.029 0.882 -0.412
C -0.031697 -1.274323 -1.363998 -1.743 0.840 -0.258 0.064
N 0.446508 -0.409647 -0.402299 0.502 1.523 0.513 -0.058
S 2.157545 0.244965 -0.356349 -1.377 -1.720 2.407 -0.122
H 0.027504 2.172827 1.585477 -1.284 -1.919 -0.357 0.167
H 0.612128 -1.827016 -2.123336 -1.044 0.867 1.397 0.351
H 2.651223 -0.287730 0.994363 -1.301 0.860 -2.672 0.196
```
Forces are in eV/Å.



(2)
An isolated ion of composition C3H7O2 and charge +1 at a distorted geometry, computed with ωB97M-V/def2-TZVPD.

Properties
- total charge = +1
- gap between HOMO and LUMO (alpha / beta) (eV) = 8.821 / 8.811
- energy above the lowest of the compared OMol25 structures with the same formula, charge and spin (eV) = 6.725
- largest force on an atom (eV Å⁻¹) = 4.00
- HOMO level (alpha / beta) (eV) = -15.285 / -15.278
- E (eV) = -7304.4309

The geometry in XYZ format:
```
12
Properties=species:S:1:pos:R:3:forces:R:3:mulliken_charge:R:1
C -1.925550 0.352090 0.008423 1.641 2.120 -1.636 -0.543
C 1.906222 -0.307173 -0.003211 -1.137 -3.291 0.227 -1.070
C 0.580377 0.290658 0.125001 -0.463 2.299 0.703 0.548
O -0.711147 -1.590476 -0.076233 0.226 -3.967 -0.485 -0.516
O -0.565580 -0.333882 0.025039 0.299 3.112 0.688 0.310
H -2.598698 -0.004771 0.694739 -0.756 -1.083 2.078 0.306
H -2.270756 0.276582 -0.963426 -0.637 -1.716 -2.099 0.333
H -1.735990 1.387090 -0.103918 0.511 1.371 1.456 0.321
H 1.947969 -1.185064 -0.723222 -0.447 0.844 0.968 0.329
H 2.362611 -0.661417 0.962292 -0.903 0.048 -0.421 0.337
H 2.605310 0.374637 -0.320225 1.320 2.156 -0.878 0.387
H 0.405228 1.401728 0.374743 0.346 -1.895 -0.600 0.259
```
Forces are in eV/Å.



(3)
C28H31BN3O2ReS5 as an isolated structure at a distorted geometry, computed with ωB97M-V/def2-TZVPD.

Properties
- <S²> = 3.7884
- 2S+1 = 4
- total charge = +1
- gap between HOMO and LUMO (alpha / beta) (eV) = 6.733 / 5.987
- largest force on an atom (eV Å⁻¹) = 1.40
- HOMO level (alpha / beta) (eV) = -9.975 / -10.004
- E (eV) = -95082.5054

The geometry in XYZ format:
```
71
Properties=species:S:1:pos:R:3:forces:R:3:mulliken_charge:R:1
Re 0.357346 -0.517118 0.257607 -0.565 -1.131 -0.604 0.618
N -0.233630 -2.513269 1.557359 0.153 0.122 0.054 -0.444
C -0.652568 -3.634512 0.706184 0.095 -0.005 0.135 -0.712
C -1.651003 -3.119940 -0.301084 -0.063 0.035 -0.119 -0.600
N -1.146505 -1.941370 -1.040699 0.131 0.225 0.146 -0.186
C -0.542565 -2.235821 -2.355650 -0.082 0.031 0.015 -0.788
C 0.914349 -2.582266 -2.196574 0.089 0.100 0.046 -0.620
N 1.565847 -1.442002 -1.519110 0.223 -0.122 0.300 -0.594
H 0.539248 -2.768274 2.163686 0.028 0.025 0.020 0.250
H -0.996327 -2.215033 2.159453 0.020 -0.010 0.093 0.208
H -1.109526 -4.447331 1.271367 -0.007 -0.040 0.082 0.496
H 0.232882 -4.042094 0.221799 0.032 0.002 0.014 0.253
H -2.555394 -2.811123 0.226260 -0.027 0.022 -0.001 0.347
H -1.933759 -3.921885 -0.985710 -0.048 0.020 -0.066 0.398
H -1.928576 -1.315458 -1.197406 -0.051 0.045 -0.015 0.073
H -0.630660 -1.329686 -2.960116 -0.025 -0.008 -0.030 0.389
H -1.070873 -3.036247 -2.876364 -0.091 -0.020 0.021 0.468
H 1.362862 -2.797648 -3.165170 0.061 0.033 -0.059 0.480
H 1.041904 -3.463194 -1.572576 0.038 -0.041 -0.004 0.223
H 1.668876 -0.667187 -2.168208 0.066 0.022 -0.050 0.186
H 2.507814 -1.681691 -1.218770 0.054 0.017 -0.044 0.344
C -6.147911 1.353954 -1.698037 0.058 0.011 -0.021 -0.442
C -6.077721 0.725176 -0.462973 0.081 -0.011 0.006 -0.801
C -4.840971 0.470525 0.112540 -0.056 -0.004 0.051 -0.560
C -3.656983 0.848863 -0.526200 0.186 -0.020 0.192 1.158
C -3.741050 1.479510 -1.771855 -0.012 0.025 -0.100 0.053
C -4.976649 1.729744 -2.349224 0.028 -0.017 0.060 -0.924
C -2.373934 0.474198 0.110566 -0.532 0.173 -0.165 -1.017
C -1.120981 0.897922 -0.153955 0.408 0.670 -0.048 0.387
C -0.790732 2.200890 -0.804599 -0.068 -0.323 -0.047 -0.234
C 0.209587 2.297647 -1.766222 0.041 0.003 -0.111 0.015
C 0.551116 3.522563 -2.322255 -0.006 0.007 0.029 -0.859
C -0.101003 4.674468 -1.904209 -0.035 -0.014 0.026 -0.542
C -1.086217 4.593943 -0.925086 0.027 -0.072 0.006 -1.059
C -1.428345 3.365551 -0.379201 -0.008 0.113 0.028 0.243
H -7.110241 1.544115 -2.157168 0.046 0.010 0.024 0.409
H -6.984161 0.427348 0.047992 0.023 0.013 0.004 0.410
H -4.786052 -0.018024 1.080974 -0.017 0.008 -0.059 0.444
H -2.836866 1.769626 -2.294924 -0.075 -0.016 0.033 0.446
H -5.027268 2.220018 -3.313723 0.004 -0.030 0.032 0.424
H -2.485527 -0.292904 0.880076 -0.032 -0.035 -0.096 0.229
H 0.724889 1.396979 -2.092002 -0.013 0.075 0.010 0.120
H 1.330363 3.581536 -3.071763 -0.033 -0.012 -0.005 0.453
H 0.158964 5.632655 -2.337075 0.005 -0.036 0.041 0.434
H -1.581275 5.492813 -0.578193 0.004 -0.042 -0.024 0.480
H -2.185158 3.303960 0.395350 0.020 0.012 -0.031 0.449
C 3.689270 2.869968 0.461611 0.013 0.006 -0.001 -0.188
S 4.873160 1.856871 1.394124 -0.060 -0.098 -0.061 -0.128
C 3.815162 1.304762 2.690563 0.083 0.202 -0.073 0.568
C 2.860158 0.370622 2.598112 -0.034 -0.250 -0.052 -0.389
S 2.521684 -0.578751 1.154690 -0.038 0.406 0.121 -0.405
S 1.919949 0.087156 4.036933 -0.159 -0.230 -0.056 -0.109
C 2.615208 1.333216 5.030299 0.023 0.031 -0.085 0.143
S 2.072381 1.709945 6.510813 -0.018 -0.006 0.121 -0.138
S 3.942073 2.111494 4.230123 0.103 0.197 0.015 -0.131
H 4.146505 3.059757 -0.509975 0.001 0.005 0.057 0.418
H 3.507809 3.816501 0.967432 -0.018 -0.029 -0.005 0.259
H 2.752387 2.330700 0.332499 0.059 0.040 -0.027 -0.306
O 0.741029 2.201159 1.770522 -0.300 0.034 0.186 0.698
B 0.003102 1.018702 1.744068 -0.019 -0.012 0.236 1.229
O -0.960496 1.002659 2.762776 0.221 0.100 -0.036 -0.686
C -0.800949 2.213511 3.420170 -0.204 -0.357 -0.033 0.693
C -1.512382 2.699937 4.487837 -0.051 0.158 0.161 -1.158
C -1.153292 3.970755 4.945765 -0.001 -0.069 -0.045 -0.657
C -0.137229 4.699912 4.334742 0.031 -0.048 -0.045 -0.722
C 0.567330 4.188615 3.241326 0.003 0.204 0.130 -1.056
C 0.210985 2.932458 2.820289 0.220 0.017 -0.272 0.645
H -2.313346 2.130414 4.942232 0.071 0.021 0.003 0.518
H -1.679366 4.396940 5.791186 0.030 -0.026 -0.053 0.422
H 0.111722 5.684089 4.711893 -0.011 -0.054 -0.021 0.460
H 1.344668 4.754222 2.741462 -0.021 -0.052 0.069 0.514
```
Forces are in eV/Å.



(4)
A 4-piece molecular cluster, C15H29O3S3 overall at a distorted geometry, computed with ωB97M-V/def2-TZVPD.

Properties
- total charge = -1
- gap between HOMO and LUMO (eV) = 3.075
- largest force on an atom (eV Å⁻¹) = 4.98
- HOMO level (eV) = -1.203
- E (eV) = -54659.7499

The geometry in XYZ format:
```
50
Properties=species:S:1:pos:R:3:forces:R:3:mulliken_charge:R:1
C 0.710818 2.266894 -1.854725 -0.851 0.405 1.282 -0.381
C 1.941391 3.192395 -1.222907 -1.018 -0.773 0.778 -0.337
C 2.596696 2.282640 -0.005750 1.326 -1.028 2.064 0.425
C 2.777202 0.630242 -0.179563 1.396 0.957 3.707 -0.407
C 3.389895 -0.291010 1.050788 -0.439 4.412 0.077 -0.298
C 3.869684 0.433778 2.445925 -1.627 1.990 -3.156 -0.613
C 3.696372 2.084773 2.619622 -1.071 -1.921 -2.099 0.631
C 4.179268 2.711150 4.091246 0.314 0.347 -1.361 -1.001
C 3.062039 3.019502 1.414627 0.839 -4.905 -0.030 -0.659
H -0.215296 2.960005 -2.143989 1.927 -1.007 0.629 -0.169
H 0.280592 1.598407 -0.967412 0.895 1.346 -1.424 -0.089
H 2.727298 3.526179 -2.030795 -1.274 -0.885 1.602 0.193
H 1.469187 4.176707 -0.779021 1.352 -1.643 -0.355 0.171
H 2.485420 0.045873 -1.164424 0.455 1.820 2.199 0.265
H 3.463709 -1.466401 0.884639 -0.097 2.827 0.517 0.252
H 4.338285 -0.236025 3.302883 -1.102 1.715 -1.870 0.216
H 4.112781 1.931893 4.962233 0.226 1.375 -1.862 0.257
H 3.557638 3.654828 4.399718 1.023 -1.847 -0.745 0.278
H 5.296536 3.087577 3.919454 -2.308 -0.916 0.673 0.250
H 2.984872 4.173172 1.600648 0.027 -2.510 -0.577 0.184
C -2.692118 3.663624 -5.437203 -0.086 0.226 -0.223 -0.954
S -1.124937 2.918441 -4.927124 0.889 0.414 0.866 0.426
O -0.210357 4.032397 -4.509796 -0.919 -0.481 -0.865 -0.524
C -0.619027 2.391251 -6.581822 0.044 0.080 -0.219 -0.956
H -3.172342 4.097923 -4.556902 0.192 -0.121 -0.043 0.302
H -2.510896 4.449414 -6.174918 0.025 -0.025 0.042 0.287
H -3.342687 2.894401 -5.860125 0.063 -0.008 0.048 0.344
H -0.564067 3.254324 -7.249448 -0.012 0.014 0.076 0.300
H -1.335342 1.662416 -6.968527 0.011 0.025 0.080 0.348
H 0.366800 1.925451 -6.511107 -0.157 0.089 0.186 0.297
C 0.726229 -0.838037 3.755580 -0.042 0.205 0.080 -0.863
S -0.503597 -1.456793 2.582466 -0.304 0.320 0.033 0.569
O -1.628217 -0.464252 2.542288 0.467 -0.549 0.268 -0.653
C -1.046803 -2.852469 3.596819 -0.219 0.044 0.174 -0.789
H 1.174768 0.068500 3.341859 -0.052 -0.174 -0.094 0.180
H 0.248442 -0.602058 4.709815 -0.105 -0.071 -0.088 0.412
H 1.504361 -1.591069 3.901387 -0.059 0.038 -0.108 0.313
H -1.416499 -2.493782 4.560305 0.107 0.137 -0.022 0.299
H -0.212461 -3.541632 3.747747 0.003 0.072 -0.072 0.310
H -1.852052 -3.370825 3.070791 0.324 0.247 0.092 0.245
C -5.022979 -4.858321 0.702966 -0.058 0.141 -0.056 -0.944
S -3.455798 -5.603504 1.213045 0.257 0.412 0.020 0.442
O -2.541218 -4.489547 1.630373 -0.671 -0.813 -0.559 -0.575
C -2.949888 -6.130693 -0.441653 0.074 0.051 -0.120 -0.968
H -5.503203 -4.424021 1.583267 0.178 -0.094 -0.066 0.308
H -4.841757 -4.072531 -0.034749 0.088 -0.070 0.102 0.310
H -5.673548 -5.627543 0.280044 0.099 -0.008 0.060 0.368
H -2.894928 -5.267621 -1.109279 -0.006 -0.005 0.140 0.315
H -3.666203 -6.859529 -0.828358 0.019 0.045 0.105 0.374
H -1.964061 -6.596493 -0.370938 -0.144 0.097 0.113 0.309
```
Forces are in eV/Å.